[1]
C25H37ClN2OPdSi4 | wB97M-V/def2-TZVPD

Last column: Mulliken spin population.
CARTESIAN COORDINATES (ANGSTROEM)
Pd  0.10  -1.51  -0.63  0.744
Cl  5.83  -2.82  3.69  -0.001
C  4.70  -2.48  2.42  -0.011
C  5.16  -2.22  1.13  0.028
C  4.24  -1.96  0.15  -0.013
C  2.84  -1.89  0.38  0.036
O  2.11  -1.51  -0.62  0.064
C  2.39  -2.23  1.70  -0.008
C  1.04  -2.31  2.14  0.086
N  -0.03  -2.28  1.37  0.124
C  -1.33  -2.31  1.75  0.059
C  -1.79  -2.45  3.07  0.186
C  -3.14  -2.58  3.33  -0.062
C  -4.07  -2.60  2.31  0.166
C  -3.67  -2.44  0.98  -0.088
C  -4.56  -2.48  -0.12  0.280
C  -4.08  -2.31  -1.40  -0.070
C  -2.73  -2.05  -1.59  0.202
N  -1.86  -1.96  -0.57  0.059
C  -2.29  -2.22  0.70  -0.031
C  3.36  -2.48  2.69  0.022
H  6.21  -2.22  0.92  0.002
H  4.58  -1.78  -0.86  -0.002
H  0.90  -2.46  3.21  0.012
H  -1.08  -2.47  3.88  0.028
H  -3.47  -2.69  4.36  -0.001
H  -5.12  -2.76  2.52  0.004
H  -5.61  -2.67  0.07  0.015
H  -4.73  -2.38  -2.26  -0.001
H  -2.32  -1.92  -2.58  0.020
H  3.02  -2.70  3.70  0.001
C  -2.88  1.14  -2.93  -0.001
Si  -2.17  1.72  -1.25  0.015
C  -2.03  3.62  -1.42  0.020
C  -3.46  1.37  0.13  -0.006
Si  0.09  0.83  -0.83  -0.028
Si  1.69  1.17  -2.66  0.072
C  0.99  0.34  -4.24  0.020
C  3.50  0.61  -2.46  -0.001
C  1.73  3.08  -2.87  0.024
Si  0.93  1.66  1.32  0.007
C  0.72  3.57  1.28  0.010
C  -0.10  1.02  2.80  0.014
C  2.79  1.34  1.66  0.003
H  -3.96  1.14  -2.93  0.002
H  -2.55  0.14  -3.19  0.003
H  -2.55  1.80  -3.73  0.002
H  -3.00  4.06  -1.66  0.003
H  -1.35  3.88  -2.23  -0.004
H  -1.67  4.10  -0.52  -0.003
H  -4.47  1.56  -0.22  -0.002
H  -3.29  1.99  1.00  0.001
H  -3.43  0.33  0.45  0.006
H  0.78  -0.71  -4.04  -0.002
H  1.69  0.38  -5.07  0.001
H  0.06  0.80  -4.56  0.000
H  3.56  -0.47  -2.44  0.001
H  3.93  0.97  -1.53  0.000
H  4.13  0.97  -3.27  0.001
H  0.75  3.48  -3.08  -0.001
H  2.39  3.37  -3.68  0.000
H  2.09  3.55  -1.96  -0.001
H  -0.33  3.84  1.22  0.000
H  1.21  4.01  0.42  0.000
H  1.12  4.04  2.17  0.000
H  -1.12  1.40  2.77  0.000
H  0.32  1.32  3.76  -0.001
H  -0.16  -0.06  2.79  -0.005
H  3.42  2.04  1.12  0.000
H  3.07  0.34  1.34  0.003
H  3.02  1.41  2.71  0.000

Summary:
Charge: 0
LUMO level (spin up / spin down) in eV: -1.00 / -1.70
2S+1: 3
Frontier orbital gap (spin up / spin down) in eV: 4.168 / 5.968
E_HOMO (spin up / spin down) in eV: -5.2 / -7.7



[2]
C25H37FFeN4O3S2 | wB97M-V/def2-TZVPD

Last column: Mulliken spin population.
CARTESIAN COORDINATES (ANGSTROEM)
Fe  -0.61  -0.38  -3.38  3.739
S  -0.74  -3.13  -3.83  0.055
S  -0.78  2.27  -3.81  0.035
C  0.88  -3.97  -3.75  0.000
C  -0.92  -2.89  -5.60  0.000
C  -0.23  -1.65  -6.14  0.009
N  -0.80  -0.42  -5.54  0.005
C  -0.25  0.81  -6.15  -0.006
C  -0.96  2.04  -5.60  0.007
H  -2.00  -2.84  -5.79  -0.002
H  -0.54  -3.78  -6.11  0.001
H  -0.34  -1.63  -7.24  0.000
H  0.84  -1.67  -5.92  0.002
H  -0.36  0.78  -7.24  0.000
H  0.82  0.84  -5.92  0.006
H  -2.04  1.97  -5.79  0.002
H  -0.60  2.93  -6.11  0.001
C  0.81  3.14  -3.75  0.002
H  -1.81  -0.44  -5.74  0.005
H  1.52  2.75  -4.49  0.000
H  1.23  3.01  -2.75  0.001
H  0.66  4.22  -3.92  0.003
H  1.30  -3.81  -2.75  0.000
H  1.58  -3.57  -4.50  -0.001
H  0.74  -5.05  -3.91  0.004
C  -2.92  -0.45  -2.77  0.015
C  -2.24  -0.44  -1.60  0.025
H  -3.29  -1.38  -3.19  0.003
H  -3.30  0.49  -3.19  -0.001
H  -2.00  -1.36  -1.07  -0.008
H  -2.02  0.49  -1.08  0.004
F  -0.89  3.81  2.44  0.000
C  -0.27  2.58  2.29  0.000
C  -0.08  2.12  1.02  0.001
C  0.56  0.87  0.82  0.010
C  0.63  0.29  -0.50  -0.012
O  0.08  0.72  -1.53  0.035
C  1.34  -0.99  -0.46  -0.011
C  1.73  -1.68  0.61  0.016
N  1.52  -1.20  1.88  0.000
C  1.72  -2.03  2.99  0.000
C  1.88  -3.53  2.86  0.000
C  3.08  -2.69  3.07  0.000
C  0.99  0.12  1.94  -0.004
C  0.79  0.65  3.22  0.001
C  0.14  1.89  3.48  -0.001
N  -0.09  2.29  4.76  0.000
C  0.76  1.88  5.92  0.000
C  -0.01  0.98  6.89  0.000
N  -1.24  1.73  7.33  0.000
C  -2.12  2.15  6.19  0.000
C  -1.29  3.01  5.22  0.000
C  1.26  -1.49  -1.84  -0.036
O  2.08  -1.22  -2.69  0.028
O  -0.06  -1.66  -1.98  0.070
H  -0.43  2.67  0.15  0.001
H  2.12  -2.69  0.43  -0.001
H  0.91  -2.01  3.75  0.000
H  1.66  -4.12  3.73  0.000
H  1.28  -3.80  1.98  0.000
H  3.75  -2.58  2.21  0.000
H  3.53  -2.81  4.07  0.000
H  1.09  0.06  4.10  0.000
H  1.11  2.79  6.46  0.000
H  1.67  1.36  5.60  0.000
H  -0.35  0.09  6.37  0.000
H  0.57  0.72  7.75  0.000
H  -1.78  1.12  7.95  0.000
H  -0.95  2.56  7.87  0.000
H  -2.96  2.69  6.57  0.000
H  -2.44  1.24  5.69  0.000
H  -0.99  3.96  5.70  0.000
H  -1.94  3.24  4.37  0.000

Summary:
Charge: +2
LUMO level (spin up / spin down) in eV: -4.91 / -4.91
2S+1: 5
Frontier orbital gap (spin up / spin down) in eV: 7.086 / 7.199
E_HOMO (spin up / spin down) in eV: -12.0 / -12.1



[3]
C25H37FN4O3S2Ti | wB97M-V/def2-TZVPD

Last column: Mulliken spin population.
CARTESIAN COORDINATES (ANGSTROEM)
Ti  1.27  0.04  -0.07  1.019
S  -0.28  -2.28  -0.60  -0.015
S  -0.02  2.19  -0.25  -0.004
C  1.00  -3.59  -0.46  0.002
C  -0.28  -2.24  -2.43  0.004
C  0.67  -1.15  -2.92  0.010
N  0.52  0.06  -2.07  -0.031
C  0.62  1.36  -2.82  -0.001
C  -0.20  2.38  -2.05  0.001
H  -1.31  -2.01  -2.72  0.000
H  0.00  -3.21  -2.84  0.000
H  0.41  -0.88  -3.94  0.002
H  1.72  -1.45  -2.88  -0.004
H  0.23  1.20  -3.84  0.007
H  1.68  1.63  -2.91  0.002
H  -1.27  2.21  -2.22  0.001
H  0.05  3.41  -2.30  0.001
C  1.49  3.23  -0.04  0.023
H  -0.44  0.03  -1.71  0.013
H  2.38  2.89  -0.60  -0.010
H  1.70  3.26  1.04  0.004
H  1.14  4.20  -0.40  -0.001
H  0.98  -3.89  0.59  0.000
H  1.98  -3.20  -0.73  0.000
H  0.72  -4.44  -1.09  0.000
C  -3.67  -0.26  0.62  0.000
C  -3.17  -0.29  1.86  0.001
H  -3.89  -1.17  0.05  0.000
H  -3.95  0.68  0.14  0.000
H  -2.74  -1.22  2.24  0.000
H  -2.94  0.63  2.44  0.000
F  -0.37  4.13  5.74  0.000
C  0.22  2.89  5.61  0.001
C  0.47  2.42  4.33  -0.002
C  1.24  1.24  4.16  0.003
C  1.66  0.70  2.88  -0.009
O  1.18  1.06  1.71  -0.042
C  2.59  -0.38  2.87  0.016
C  2.82  -1.12  4.03  0.007
N  2.30  -0.71  5.22  0.003
C  2.45  -1.57  6.32  0.000
C  2.46  -3.04  6.03  0.000
C  3.73  -2.35  6.41  0.000
C  1.64  0.53  5.32  -0.005
C  1.44  1.07  6.61  -0.001
C  0.66  2.24  6.81  0.002
N  0.41  2.73  8.09  0.000
C  1.29  2.42  9.22  0.000
C  0.57  1.52  10.20  0.000
N  -0.72  2.20  10.56  0.000
C  -1.60  2.65  9.46  0.000
C  -0.77  3.47  8.49  0.000
C  2.57  -0.91  1.50  0.003
O  3.19  -0.32  0.51  0.002
O  1.52  -1.61  1.16  -0.001
H  0.10  2.93  3.46  0.000
H  3.46  -1.99  3.98  -0.002
H  2.00  -1.27  7.26  0.000
H  2.01  -3.68  6.79  0.000
H  2.31  -3.35  4.99  0.000
H  4.46  -2.16  5.63  0.000
H  4.13  -2.55  7.40  0.000
H  1.93  0.60  7.48  0.000
H  1.55  3.37  9.73  0.000
H  2.21  1.96  8.88  0.000
H  0.28  0.56  9.78  0.000
H  1.14  1.36  11.12  0.000
H  -1.24  1.63  11.23  0.000
H  -0.42  3.07  11.05  0.000
H  -2.41  3.23  9.89  0.000
H  -2.01  1.74  9.01  0.000
H  -0.43  4.39  8.99  0.000
H  -1.36  3.74  7.61  0.000

Summary:
Charge: +3
LUMO level (spin up / spin down) in eV: -8.17 / -8.15
2S+1: 2
Frontier orbital gap (spin up / spin down) in eV: 7.870 / 7.911
E_HOMO (spin up / spin down) in eV: -16.0 / -16.1



Number 2 is which compound?
C25H37FFeN4O3S2



Among the records above, which one has the lowest charge?
C25H37ClN2OPdSi4



Which of these has the highest 2S+1?
C25H37FFeN4O3S2